1.
Computed, not measured: a 6-piece molecular cluster, C22H61N5O7 overall, with ωB97M-V/def2-TZVPD.

```
95
Properties=species:S:1:pos:R:3
C 9.34 -7.28 18.43
C 8.96 -5.94 17.91
O 7.54 -5.76 18.18
O 9.31 -7.39 19.88
H 10.31 -7.56 18.16
H 8.67 -7.97 17.96
H 9.16 -5.79 16.85
H 9.53 -5.18 18.42
H 7.29 -4.84 17.85
H 8.45 -7.25 20.33
C 10.75 -3.69 20.58
C 12.02 -3.82 19.85
C 12.27 -2.60 19.07
O 11.12 -2.43 18.27
C 10.91 -1.09 17.86
N 13.05 -3.94 20.92
H 10.70 -2.77 21.13
H 10.55 -4.51 21.25
H 9.83 -3.59 19.92
H 11.94 -4.73 19.20
H 13.21 -2.50 18.50
H 12.24 -1.74 19.77
H 10.65 -0.54 18.74
H 10.04 -1.21 17.23
H 11.80 -0.75 17.34
H 12.68 -4.66 21.51
H 13.94 -4.28 20.50
C 10.29 -7.70 23.42
C 11.76 -8.01 22.90
C 11.86 -9.58 22.66
O 11.47 -10.28 23.88
C 12.65 -10.70 24.61
N 12.01 -7.26 21.65
H 9.49 -8.25 22.87
H 10.10 -6.64 23.35
H 10.22 -8.01 24.51
H 12.52 -7.84 23.68
H 12.79 -9.90 22.22
H 11.07 -9.83 21.94
H 13.25 -11.30 23.94
H 12.27 -11.34 25.38
H 13.17 -9.83 25.07
H 12.72 -7.82 21.15
H 11.18 -7.28 21.10
C 12.45 -5.21 14.89
C 13.09 -4.96 16.23
C 13.47 -6.26 16.87
O 14.57 -6.75 16.12
C 15.42 -7.61 16.91
N 14.28 -4.11 16.22
H 13.19 -5.76 14.22
H 12.17 -4.29 14.42
H 11.64 -5.93 15.02
H 12.41 -4.45 16.90
H 12.69 -6.94 16.82
H 13.77 -6.12 17.87
H 16.15 -8.05 16.22
H 14.79 -8.36 17.42
H 16.05 -7.06 17.60
H 15.12 -4.46 15.81
H 14.10 -3.18 16.01
C 7.51 -2.56 19.12
C 6.27 -2.48 18.28
C 5.74 -1.02 18.03
O 5.53 -0.34 19.24
C 4.98 0.99 19.03
N 6.54 -3.26 17.08
H 7.39 -1.82 19.86
H 8.39 -2.35 18.53
H 7.63 -3.56 19.53
H 5.48 -2.96 18.79
H 4.88 -1.09 17.34
H 6.51 -0.52 17.47
H 5.67 1.75 18.58
H 4.71 1.37 20.01
H 4.15 0.93 18.31
H 7.36 -2.94 16.62
H 5.77 -3.33 16.46
C 5.80 -5.07 21.15
C 6.53 -5.50 22.45
C 6.38 -7.03 22.63
O 7.15 -7.56 21.54
C 7.30 -9.01 21.66
N 7.94 -5.08 22.39
H 4.73 -5.45 21.07
H 6.37 -5.45 20.35
H 5.81 -4.02 20.99
H 6.15 -5.06 23.37
H 5.34 -7.39 22.55
H 6.83 -7.31 23.58
H 7.74 -9.39 20.74
H 6.33 -9.48 21.89
H 7.88 -9.28 22.58
H 8.62 -5.59 21.86
H 8.23 -4.66 23.28
```

Calculated values
frontier orbital gap	9.3	eV
lowest unoccupied orbital energy	0.706	eV
spin multiplicity	1



2.
Computed, not measured: C22H61O10V2 as an isolated structure, with ωB97M-V/def2-TZVPD.

```
95
Properties=species:S:1:pos:R:3
V 0.51 -0.48 -2.48
V -0.38 -3.33 -0.71
O -3.28 -0.53 -0.74
H -2.52 -0.05 -1.07
H -3.93 -0.68 -1.43
H -2.98 -1.40 -0.46
C -1.06 1.80 -4.65
C -2.01 1.46 -3.47
C -3.36 1.18 -4.05
O -1.47 0.51 -2.57
H -1.55 2.57 -5.26
H -0.79 0.87 -5.15
H -0.08 2.24 -4.46
H -2.15 2.43 -2.98
H -3.46 0.45 -4.85
H -3.81 2.11 -4.42
H -3.99 0.78 -3.25
C 0.70 -4.15 -4.67
C -0.02 -2.83 -4.26
C -1.32 -2.65 -4.98
O -0.06 -2.71 -2.86
H -0.03 -4.95 -4.79
H 1.38 -4.43 -3.87
H 1.15 -4.17 -5.66
H 0.61 -1.95 -4.38
H -1.34 -2.40 -6.04
H -1.83 -1.87 -4.42
H -1.91 -3.57 -4.88
C 1.29 -4.94 2.43
C 2.13 -4.95 1.08
C 2.47 -6.33 0.58
O 1.55 -4.21 0.09
H 1.83 -5.20 3.34
H 0.41 -5.58 2.45
H 0.90 -3.93 2.59
H 3.04 -4.43 1.40
H 3.44 -6.33 0.10
H 1.81 -6.86 -0.11
H 2.51 -6.92 1.50
C -0.63 1.11 0.57
C 0.26 -0.15 0.64
C 0.06 -0.86 2.02
O 0.15 -1.13 -0.38
H -0.56 1.65 -0.37
H -0.41 1.93 1.26
H -1.62 0.81 0.91
H 1.30 0.14 0.53
H -0.81 -1.50 2.18
H -0.01 -0.05 2.74
H 0.91 -1.45 2.35
C 0.09 5.21 1.73
C -0.82 6.21 2.44
O -2.02 6.38 1.74
H 0.61 5.68 0.89
H -0.43 4.39 1.25
H 0.94 4.85 2.31
H -0.34 7.15 2.70
H -1.13 5.74 3.38
H -2.51 7.11 2.13
C 3.80 0.08 2.58
C 3.82 -1.22 1.71
O 4.61 -0.94 0.55
H 4.75 0.28 3.06
H 3.00 0.17 3.32
H 3.85 0.97 1.95
H 2.83 -1.56 1.40
H 4.37 -1.99 2.25
H 5.39 -0.47 0.87
C -4.65 4.03 -0.91
C -3.31 3.65 -0.17
O -3.47 4.10 1.11
H -4.65 5.12 -0.84
H -5.53 3.63 -0.41
H -4.66 3.66 -1.94
H -2.36 3.95 -0.62
H -3.09 2.59 -0.09
H -3.18 5.01 1.17
C 2.51 2.88 -0.49
C 1.59 2.90 -1.73
O 1.43 1.58 -2.25
H 3.41 2.33 -0.76
H 2.00 2.40 0.34
H 2.66 3.83 0.03
H 2.13 3.51 -2.45
H 0.57 3.25 -1.56
H 2.29 1.28 -2.55
C -0.05 -2.31 6.48
C 0.58 -2.85 5.20
O 1.86 -2.30 5.15
H -0.89 -2.96 6.71
H -0.45 -1.30 6.36
H 0.58 -2.43 7.36
H 0.01 -2.57 4.31
H 0.63 -3.94 5.20
H 2.21 -2.16 6.03
```

Calculated values
net charge	+1
frontier orbital gap (alpha / beta)	6.3 / 6.1	eV
lowest unoccupied orbital energy (alpha / beta)	-3.887 / -4.305	eV
spin multiplicity	7



3.
Computed, not measured: a 8-piece molecular cluster, C22H62N5O13 overall, with ωB97M-V/def2-TZVPD.

```
102
Properties=species:S:1:pos:R:3
N 0.42 0.48 0.12
O 1.57 0.49 -0.43
O -0.59 0.94 -0.52
O 0.33 0.22 1.36
C 0.67 -3.06 1.82
C 0.59 -2.78 3.28
O 0.50 -1.41 3.57
O 0.87 -4.42 1.61
H 1.39 -2.40 1.31
H -0.29 -2.71 1.40
H 1.37 -3.31 3.84
H -0.31 -3.27 3.68
H 0.31 -0.90 2.75
H 0.59 -4.60 0.67
C 1.01 1.99 -4.55
C 0.67 3.26 -3.81
O 1.30 3.28 -2.56
O 2.39 1.92 -4.85
H 0.40 1.91 -5.46
H 0.71 1.15 -3.90
H -0.42 3.30 -3.70
H 1.00 4.11 -4.41
H 0.81 2.65 -1.99
H 2.87 1.74 -4.00
C -4.42 -1.97 -0.18
C -3.15 -1.27 -0.52
O -2.76 -0.47 0.55
O -4.87 -2.85 -1.23
H -5.25 -1.29 0.06
H -4.28 -2.51 0.77
H -3.24 -0.67 -1.44
H -2.36 -2.02 -0.75
H -2.01 0.10 0.26
H -5.40 -3.52 -0.79
C 1.55 6.22 5.20
C 2.90 5.94 4.57
C 2.82 5.14 3.28
O 1.79 4.19 3.36
C 1.95 3.17 2.40
N 3.64 7.20 4.31
H 1.68 6.99 5.97
H 1.09 5.35 5.66
H 0.85 6.63 4.47
H 3.45 5.31 5.30
H 3.79 4.67 3.06
H 2.65 5.87 2.47
H 1.06 2.55 2.37
H 2.80 2.52 2.68
H 2.23 3.48 1.38
H 3.60 7.78 5.15
H 4.64 7.02 4.25
C -2.07 -7.64 -1.01
C -1.22 -6.55 -0.43
C -1.07 -5.38 -1.39
O 0.02 -4.59 -1.03
C 0.02 -3.34 -1.65
N -1.85 -6.11 0.87
H -2.18 -8.40 -0.24
H -1.65 -8.07 -1.93
H -3.04 -7.24 -1.31
H -0.23 -6.90 -0.12
H -1.99 -4.81 -1.56
H -0.79 -5.79 -2.38
H 0.91 -2.78 -1.43
H -0.84 -2.76 -1.29
H -0.11 -3.44 -2.73
H -2.79 -5.77 0.62
H -1.41 -5.24 1.18
C -5.63 2.73 -1.88
C -4.36 2.87 -1.09
C -4.43 2.29 0.28
O -5.38 3.01 1.04
C -5.73 2.37 2.23
N -3.24 2.26 -1.79
H -6.49 3.24 -1.43
H -5.87 1.69 -2.10
H -5.53 3.23 -2.86
H -4.24 3.96 -1.03
H -3.44 2.39 0.77
H -4.62 1.20 0.25
H -6.31 3.09 2.80
H -4.84 2.12 2.83
H -6.32 1.46 2.05
H -2.99 2.84 -2.59
H -2.39 2.31 -1.23
C 5.33 -0.78 -3.49
C 4.19 -0.66 -2.52
C 4.56 -1.11 -1.11
O 5.05 -2.46 -1.11
C 4.87 -3.12 0.10
N 3.71 0.73 -2.46
H 5.83 -1.75 -3.45
H 6.13 -0.09 -3.17
H 5.06 -0.58 -4.52
H 3.31 -1.22 -2.85
H 3.73 -0.98 -0.41
H 5.43 -0.50 -0.77
H 3.86 -3.02 0.49
H 5.60 -2.76 0.85
H 5.14 -4.17 -0.03
H 4.46 1.27 -2.02
H 2.90 0.80 -1.81
```

Calculated values
net charge	-1
frontier orbital gap	9.3	eV
lowest unoccupied orbital energy	2.351	eV
spin multiplicity	1



Computed values of ΔE to the lowest compared entry with this formula, charge and spin (unit: kJ/mol) for the preceding records, in sequence: 254.2, 0.0, 37.4.